1.
Below is the molecule C6H13P in a non-equilibrium geometry, with properties calculated with wB97M-V/def2-TZVPD.

Kohn-Sham gap (eV): 8.96
Net charge: 0
SMILES: C=PCC(C)(C)C

The geometry in XYZ format:
```
20
Properties=species:S:1:pos:R:3:forces:R:3
C 3.2057 0.9917 -0.5443 -0.143 -3.554 -1.165
P 2.4050 -0.3790 0.0966 -0.731 2.201 0.603
C 0.5025 0.5454 0.8340 3.531 -2.349 -0.976
C -0.6028 -0.2411 0.2470 -2.759 0.235 -3.422
C -0.3447 -0.3825 -1.3146 -1.217 -1.319 1.336
C -0.8595 -1.6679 0.8597 -1.497 2.920 2.817
C -1.8496 0.7626 0.2886 0.576 -0.740 -1.836
H 4.0277 0.8141 -1.3335 -1.056 0.565 1.756
H 2.5606 1.8103 -0.6403 -0.202 1.737 -0.093
H 0.6634 1.5765 0.5596 -0.458 0.225 0.025
H 0.4635 0.3001 1.8614 0.513 0.588 1.440
H 0.3586 0.3775 -1.4991 0.783 0.771 -1.129
H -1.2209 -0.3660 -2.0112 0.592 0.146 0.869
H 0.0716 -1.3746 -1.3393 0.748 -0.251 -0.952
H -1.9773 -1.6142 1.1411 1.741 -0.579 -0.071
H -0.2386 -1.6669 1.8085 -0.901 -0.606 -0.855
H -0.7149 -2.5634 0.3088 0.515 -0.390 -0.882
H -1.7195 1.4497 1.0771 -0.070 1.075 0.837
H -1.8781 1.2519 -0.7252 0.347 0.212 1.265
H -2.8527 0.3756 0.3253 -0.310 -0.888 0.434
```
Forces are in eV/Å.

---

2.
Below is a structure of composition C3H10N2O in a non-equilibrium geometry, with properties calculated with wB97M-V/def2-TZVPD.

Kohn-Sham gap (eV): 9.25
Net charge: 0

The geometry in XYZ format:
```
16
Properties=species:S:1:pos:R:3:forces:R:3
C 1.9803 -1.2437 0.5273 0.160 0.007 0.435
C 0.5153 0.6204 -0.5251 1.250 -0.926 0.425
O 1.1494 -0.9110 -0.5483 -1.211 1.626 -0.227
N 0.5912 1.3187 0.5358 0.209 -0.439 0.046
H 1.1400 2.1618 0.4145 -0.335 0.089 -0.073
H 0.8167 0.9428 -1.5255 -0.402 -0.143 -0.019
H 2.2819 -0.3831 1.1430 -0.233 0.083 -0.271
H 2.8982 -1.7105 0.1463 -0.198 -0.013 0.017
H 1.4717 -1.9399 1.2051 0.131 -0.070 -0.011
C -2.1850 0.4090 0.2253 0.230 -0.231 -0.142
N -1.1998 -0.0731 -0.7520 1.180 0.400 0.563
H -1.4059 0.2075 -1.7058 -0.051 -0.816 0.163
H -0.7870 -1.0054 -0.5661 -0.745 0.423 -0.750
H -1.6954 0.6625 1.1653 0.284 -0.047 -0.093
H -2.9191 -0.3755 0.4046 -0.175 0.191 -0.007
H -2.6524 1.3195 -0.1443 -0.094 -0.135 -0.057
```
Forces are in eV/Å.

---

3.
Below is a cluster of 2 separate species, C6H14N2O2 in total in a non-equilibrium geometry, with properties calculated with wB97M-V/def2-TZVPD.

Kohn-Sham gap (alpha / beta) (eV): 9.69 / 4.06
⟨S²⟩: 0.78
Net charge: +1
Multiplicity: 2

The geometry in XYZ format:
```
24
Properties=species:S:1:pos:R:3:forces:R:3
C -1.8072 -0.2560 -2.5090 0.608 -0.144 -2.053
C -2.0857 -1.2113 1.1618 -0.027 1.390 -0.309
C -1.4082 -0.8027 -1.1890 -0.765 -0.139 1.601
O -0.3371 -1.3368 -0.9321 0.438 0.208 -0.451
N -2.3214 -0.6492 -0.1684 0.106 -0.217 -0.296
H -1.2262 -0.7022 -3.3499 -0.083 -0.010 0.938
H -3.1636 -0.1142 -0.2964 -0.032 -0.128 -0.320
H -1.8115 -0.3806 1.8323 -0.044 -0.324 0.150
H -2.8388 -0.4479 -2.8129 -0.069 0.342 0.543
H -1.5431 0.8040 -2.5915 -0.410 -0.003 0.256
H -2.9721 -1.6903 1.5671 0.032 -0.153 -0.138
H -1.2470 -1.8685 1.0648 0.242 -0.595 0.155
C 1.6662 2.6089 0.5758 -0.484 -0.533 0.077
C 2.0390 -1.1471 0.9221 1.804 -0.192 -0.114
C 2.4227 0.2814 0.5277 -0.278 -2.733 -0.318
O 3.4899 0.5942 0.0380 -0.035 0.534 0.304
N 1.3985 1.1760 0.6177 0.068 2.060 0.284
H 0.4956 0.8813 0.9753 -0.039 -0.376 0.003
H 2.4910 2.8589 1.2389 -0.032 0.039 0.188
H 1.8025 -1.6642 -0.0006 -0.619 0.094 -0.209
H 1.9941 2.8638 -0.4203 0.293 0.018 -0.622
H 0.7576 3.1475 0.8048 -0.040 0.087 0.171
H 2.9247 -1.6999 1.2707 -0.063 0.580 0.079
H 1.2799 -1.2450 1.6728 -0.570 0.193 0.080
```
Forces are in eV/Å.

---

4.
Below is the molecule C4H8O in a non-equilibrium geometry, with properties calculated with wB97M-V/def2-TZVPD.

Kohn-Sham gap (eV): 9.58
Net charge: 0
SMILES: C[C@H]1C[C@H]1O

The geometry in XYZ format:
```
13
Properties=species:S:1:pos:R:3:forces:R:3
C 0.6656 0.7139 1.2464 0.156 0.053 0.154
C 0.0411 0.6019 -0.1027 0.028 0.489 0.307
C 0.4940 -0.3674 -1.1324 -1.102 0.025 -0.233
C -1.1071 -0.2581 -0.4356 0.714 -0.064 -1.037
O -1.4784 -1.5052 0.0347 0.622 -0.299 0.991
H 0.0242 1.3401 1.8736 0.237 -0.073 0.103
H 1.6483 1.1762 1.1369 0.029 -0.009 0.285
H 0.7722 -0.2658 1.7245 0.022 0.133 -0.079
H -0.1856 1.5547 -0.5763 0.056 0.258 0.313
H 1.2459 -1.1104 -0.7560 -1.417 0.051 -0.172
H 0.6662 -0.1529 -2.1822 -0.080 0.525 0.264
H -2.0614 0.3045 -0.5907 1.063 -0.446 -1.257
H -0.7252 -2.0315 -0.2402 -0.327 -0.644 0.360
```
Forces are in eV/Å.

---

5.
Below is a structure of composition C25H25N5O2PSSr, with properties calculated with wB97M-V/def2-TZVPD.

Kohn-Sham gap (eV): 7.63
Net charge: -1

The geometry in XYZ format:
```
60
Properties=species:S:1:pos:R:3:forces:R:3
Sr -0.3963 0.6361 -0.5107 -0.007 0.087 0.053
C -2.7252 2.8770 5.1075 -0.001 0.003 -0.001
C -1.5415 3.5230 4.3955 -0.004 0.000 0.003
N -1.7916 3.8113 3.0021 -0.009 -0.009 -0.004
C -1.7679 2.9064 1.9785 0.044 0.018 0.004
S -1.1204 1.3361 2.2970 -0.011 -0.027 -0.016
N -2.2570 3.4061 0.8583 -0.018 0.010 0.005
N -2.2436 2.5661 -0.2101 -0.042 0.032 -0.042
C -2.7818 3.0088 -1.2919 0.019 -0.041 0.021
C -3.3602 4.3850 -1.4410 0.001 -0.001 -0.003
C -2.8572 2.0828 -2.4511 0.007 0.014 0.019
C -3.5437 2.4419 -3.6086 -0.006 -0.002 -0.015
C -3.6317 1.5357 -4.6534 0.008 -0.004 0.016
C -3.0402 0.2935 -4.5221 -0.008 0.005 -0.009
C -2.3649 0.0104 -3.3425 0.020 -0.018 0.012
N -2.2737 0.8805 -2.3409 -0.008 0.016 -0.012
H -2.4862 2.6834 6.1558 0.000 0.000 0.000
H -2.9702 1.9300 4.6272 -0.001 0.000 0.001
H -3.6037 3.5247 5.0694 0.000 0.001 0.000
H -0.6735 2.8679 4.4561 -0.001 0.001 -0.002
H -1.2780 4.4669 4.8792 0.001 0.000 0.000
H -2.2677 4.6674 2.7660 -0.002 0.000 -0.003
H -3.1487 4.9627 -0.5484 -0.001 0.002 0.001
H -4.4430 4.3433 -1.5876 -0.002 0.003 0.004
H -2.9234 4.8842 -2.3084 -0.003 0.001 0.000
H -4.0020 3.4158 -3.6928 0.000 0.002 0.003
H -4.1599 1.8037 -5.5603 -0.002 0.002 0.000
H -3.0841 -0.4474 -5.3079 -0.001 0.001 0.001
H -1.8800 -0.9497 -3.1897 -0.002 0.001 0.002
O -0.8631 -3.0613 -2.8729 0.001 0.020 -0.005
C -0.3425 -2.6926 -1.8220 -0.044 -0.014 0.001
O -0.6251 -1.6355 -1.1650 0.045 -0.109 -0.010
C 0.7834 -3.5588 -1.2302 0.003 0.040 -0.021
P 1.1349 -3.1681 0.5361 0.004 0.012 0.039
C 2.6405 -4.2128 0.7479 0.018 -0.002 -0.003
C 2.4492 -5.5937 0.8403 -0.005 0.005 -0.002
C 3.5193 -6.4574 1.0086 -0.004 0.001 -0.003
C 4.8100 -5.9541 1.1100 0.001 -0.001 0.003
C 5.0141 -4.5850 1.0389 -0.001 -0.004 -0.003
C 3.9399 -3.7224 0.8562 -0.004 0.007 0.003
C 1.8884 -1.4961 0.4540 -0.001 -0.016 -0.010
C 1.7880 -0.6967 1.5888 -0.024 -0.027 -0.003
C 2.2807 0.6075 1.5914 0.001 0.021 0.007
C 2.8666 1.1282 0.4504 0.008 -0.002 -0.021
C 2.9756 0.3390 -0.6939 -0.003 0.029 0.023
C 2.4977 -0.9603 -0.6865 -0.006 -0.047 -0.024
H 1.6689 -3.4534 -1.8618 0.004 -0.014 0.004
H 0.4888 -4.6072 -1.2928 0.000 -0.004 0.001
H 1.4430 -5.9960 0.7841 -0.001 -0.001 -0.001
H 3.3457 -7.5249 1.0695 -0.001 0.000 0.000
H 5.6480 -6.6258 1.2482 0.001 0.002 0.000
H 6.0155 -4.1804 1.1210 0.001 -0.002 0.001
H 4.1198 -2.6564 0.7978 0.002 -0.002 -0.002
H 1.2798 -1.0790 2.4670 0.008 -0.002 0.003
H 2.1486 1.2246 2.4698 0.004 0.000 0.002
H 3.1956 2.1583 0.4218 0.002 -0.001 -0.006
H 3.3805 0.7665 -1.6006 0.001 0.001 0.000
H 2.5651 -1.5504 -1.5917 0.007 0.001 0.001
N 1.6344 3.0318 -2.7195 0.004 0.002 0.003
C 0.9257 2.3590 -2.0898 0.010 0.010 -0.014
```
Forces are in eV/Å.

---

6.
Below is the molecule C4H6N2O in a non-equilibrium geometry, with properties calculated with wB97M-V/def2-TZVPD.

Kohn-Sham gap (eV): 8.50
Net charge: 0
SMILES: Nc1cc[nH]c1O

The geometry in XYZ format:
```
13
Properties=species:S:1:pos:R:3:forces:R:3
N -1.8733 0.5708 0.0461 -0.181 0.192 0.085
C -0.4828 0.3001 0.1741 0.067 -0.283 0.074
C 0.6446 1.1500 0.2260 0.056 0.112 -0.089
C 1.7692 0.3882 0.0587 -0.397 -0.088 -0.422
N 1.3574 -0.9465 -0.0626 -0.146 0.063 -0.092
C 0.0065 -0.9783 0.0245 0.050 0.312 -0.022
O -0.6915 -2.1228 -0.0719 -0.172 0.014 0.066
H -2.0344 1.0909 -0.8125 -0.123 -0.090 0.164
H -2.2306 1.1338 0.8087 -0.035 -0.092 0.014
H 0.6824 2.2275 0.3007 -0.221 -0.029 -0.246
H 2.5250 0.7773 -0.5942 1.139 -0.185 0.589
H 1.9459 -1.7672 -0.0251 -0.126 0.281 -0.180
H -1.6184 -1.8237 -0.0724 0.091 -0.206 0.058
```
Forces are in eV/Å.

---

7.
Below is a structure of composition C5H8O2 in a non-equilibrium geometry, with properties calculated with wB97M-V/def2-TZVPD.

Kohn-Sham gap (alpha / beta) (eV): 8.78 / 8.12
Net charge: 0

The geometry in XYZ format:
```
15
Properties=species:S:1:pos:R:3:forces:R:3
O 1.7552 -1.1123 0.8866 0.200 -0.081 -0.148
C 1.4888 0.1707 0.5164 -0.032 0.320 -0.161
C 2.0544 0.8467 -0.4786 -0.049 -0.078 0.126
C -1.7176 0.9273 0.1004 -0.417 -0.032 -0.007
C -1.7765 -0.5314 0.5206 -0.027 -0.194 0.374
C -1.2416 -0.7476 -0.8449 0.160 -0.810 -0.002
O -1.2968 0.5376 -1.1598 0.129 0.895 -0.525
H 2.4531 -1.4583 0.3123 -0.102 0.007 0.138
H 0.7037 0.6031 1.1331 0.143 -0.036 -0.104
H 1.7292 1.8596 -0.6838 0.042 -0.148 0.043
H 2.8264 0.4202 -1.1155 -0.087 0.014 0.115
H -2.5681 1.6112 0.0804 0.185 0.012 0.133
H -1.1357 -0.9074 1.3233 -0.131 0.106 -0.042
H -2.8131 -0.8472 0.6793 0.128 -0.022 -0.008
H -0.4614 -1.3721 -1.2698 -0.142 0.047 0.068
```
Forces are in eV/Å.

---

8.
Below is the molecule C21H29N3OS, with properties calculated with wB97M-V/def2-TZVPD.

Kohn-Sham gap (eV): 8.16
Net charge: 0
SMILES: CCCC(=O)N[C@@H](C)[C@H](c1cccs1)N1CCN(c2ccccc2)CC1

The geometry in XYZ format:
```
55
Properties=species:S:1:pos:R:3:forces:R:3
C 2.4910 -5.6031 -0.0107 0.252 0.037 -0.067
C 3.5925 -4.5666 0.1736 -0.159 -0.022 0.078
C 3.0505 -3.2099 0.6399 0.255 0.014 -0.241
C 2.2179 -2.5687 -0.4550 -0.088 -0.283 0.627
O 2.7079 -1.9548 -1.3800 0.332 0.239 -0.382
N 0.8872 -2.7888 -0.3476 -0.338 -0.145 -0.161
C -0.0739 -2.1982 -1.2463 -0.185 -0.105 -0.021
C -0.9452 -3.2760 -1.8860 0.183 0.236 -0.065
C -0.9490 -1.1633 -0.4932 0.425 -0.073 0.089
C -1.7485 -0.3477 -1.4683 -0.070 0.006 -0.275
C -3.0440 0.0544 -1.3389 0.268 -0.176 -0.012
C -3.4983 0.8405 -2.4216 -0.027 0.141 -0.167
C -2.5431 1.0185 -3.3673 0.323 -0.061 -0.028
S -1.0711 0.2289 -2.9587 -0.528 -0.054 0.255
N -0.1226 -0.4241 0.4458 -0.253 0.032 0.113
C 0.8396 0.5285 -0.0668 0.021 0.195 -0.133
C 0.3095 1.9647 -0.2128 0.106 -0.114 -0.062
N -0.2631 2.3956 1.0440 0.208 -0.274 0.033
C -0.3608 3.7516 1.3340 0.046 0.323 0.067
C -0.6592 4.1588 2.6394 -0.095 -0.049 0.017
C -0.7072 5.4958 2.9744 -0.059 0.004 0.022
C -0.4506 6.4709 2.0242 0.023 0.165 -0.050
C -0.1459 6.0829 0.7321 -0.016 0.164 0.098
C -0.1041 4.7452 0.3858 -0.025 -0.241 -0.108
C -1.3287 1.5053 1.4560 -0.107 -0.248 0.183
C -0.7600 0.0934 1.6355 -0.184 0.194 0.026
H 1.7866 -5.2838 -0.7748 -0.110 -0.049 -0.054
H 2.9182 -6.5553 -0.3164 -0.038 -0.119 -0.024
H 1.9485 -5.7575 0.9206 -0.109 -0.046 0.089
H 4.3117 -4.9305 0.9108 0.043 0.044 -0.054
H 4.1213 -4.4232 -0.7701 0.092 0.014 0.037
H 2.4639 -3.3320 1.5518 -0.010 0.007 0.067
H 3.8906 -2.5455 0.8455 -0.106 0.066 0.025
H 0.5235 -3.2279 0.4824 0.162 0.048 0.030
H 0.5155 -1.6955 -2.0199 -0.057 -0.073 0.119
H -0.3276 -3.9646 -2.4564 0.030 -0.079 -0.045
H -1.4799 -3.8369 -1.1213 -0.076 -0.080 0.092
H -1.6717 -2.8246 -2.5562 -0.123 -0.010 -0.069
H -1.6659 -1.7236 0.1237 0.037 0.043 -0.089
H -3.6615 -0.2050 -0.4961 -0.056 -0.085 0.187
H -4.4905 1.2495 -2.4876 -0.158 0.085 -0.062
H -2.6063 1.5646 -4.2872 -0.072 0.133 -0.187
H 1.2280 0.1818 -1.0235 0.105 -0.020 0.004
H 1.6712 0.5486 0.6471 0.065 0.079 -0.118
H 1.1560 2.6058 -0.4609 -0.028 0.003 -0.034
H -0.4289 2.0219 -1.0279 0.099 0.075 0.039
H -0.8346 3.4178 3.4052 0.025 -0.074 0.049
H -0.9376 5.7803 3.9913 -0.008 0.008 0.075
H -0.4860 7.5167 2.2892 0.004 0.085 0.019
H 0.0527 6.8299 -0.0233 0.017 0.047 -0.055
H 0.1153 4.4801 -0.6367 0.017 -0.065 -0.074
H -1.7653 1.8471 2.3932 0.009 -0.011 -0.035
H -2.1240 1.4872 0.6922 0.034 0.052 0.129
H -1.5503 -0.5896 1.9550 0.011 -0.026 0.012
H 0.0065 0.1309 2.4189 -0.106 0.048 0.091
```
Forces are in eV/Å.

---

The calculation returns the following ΔE to the lowest compared entry with this formula, charge and spin values, one per record and in order: 275.0 339.2 102.6 260.4 0.0 132.6 527.7 91.5 kJ/mol.
The calculation returns the following E_tot values, one per record and in order: -15718.141 -8297.989 -13515.697 -6322.469 -58841.805 -9272.128 -9404.363 -39601.143 eV.